{"formula": "C49H144N8O22", "method": "wB97M-V/def2-TZVPD", "orbital_gap_ev": [7.622, 2.250], "multiplicity": 2, "homo_ev": [-9.99, -9.99], "s2": 0.755, "total_charge": 1, "fmax_ev_per_a": 4.68, "e_tot_ha": -4045.87598, "lumo_energy_ev": [-2.369, -7.740], "symbols": ["C", "O", "H", "H", "H", "H", "C", "O", "H", "H", "H", "H", "C", "O", "H", "H", "H", "H", "C", "O", "H", "H", "H", "H", "C", "O", "H", "H", "H", "H", "C", "O", "H", "H", "H", "H", "C", "O", "H", "H", "H", "H", "C", "O", "H", "H", "H", "H", "C", "O", "H", "H", "H", "H", "C", "O", "H", "H", "H", "H", "C", "O", "H", "H", "H", "H", "C", "O", "C", "C", "N", "C", "C", "O", "C", "H", "H", "H", "H", "H", "H", "H", "H", "H", "H", "H", "H", "H", "H", "H", "C", "O", "C", "C", "N", "C", "C", "O", "C", "H", "H", "H", "H", "H", "H", "H", "H", "H", "H", "H", "H", "H", "H", "H", "C", "O", "C", "C", "N", "C", "C", "O", "C", "H", "H", "H", "H", "H", "H", "H", "H", "H", "H", "H", "H", "H", "H", "H", "C", "C", "C", "O", "C", "N", "H", "H", "H", "H", "H", "H", "H", "H", "H", "H", "H", "C", "C", "C", "O", "C", "N", "H", "H", "H", "H", "H", "H", "H", "H", "H", "H", "H", "C", "C", "C", "O", "C", "N", "H", "H", "H", "H", "H", "H", "H", "H", "H", "H", "H", "C", "C", "C", "O", "C", "N", "H", "H", "H", "H", "H", "H", "H", "H", "H", "H", "H", "C", "C", "C", "O", "C", "N", "H", "H", "H", "H", "H", "H", "H", "H", "H", "H", "H"], "coordinates": [[-3.483, 1.437, 2.297], [-3.587, 0.332, 1.406], [-3.633, 2.397, 1.804], [-4.373, 1.266, 2.902], [-2.540, 1.356, 2.836], [-3.629, -0.476, 1.923], [1.662, -0.170, 6.567], [0.891, 1.006, 6.200], [2.644, 0.051, 6.984], [1.052, -0.731, 7.275], [1.744, -0.783, 5.669], [0.754, 1.540, 6.987], [2.511, -2.803, -1.602], [1.934, -2.854, -0.318], [3.569, -2.554, -1.521], [2.353, -3.781, -2.057], [1.894, -2.114, -2.179], [1.847, -1.928, -0.079], [-4.503, -2.165, -0.602], [-4.442, -2.843, -1.808], [-3.899, -1.261, -0.688], [-5.495, -1.793, -0.347], [-4.067, -2.769, 0.194], [-3.527, -3.110, -1.921], [4.757, -0.184, -3.246], [3.545, 0.584, -3.387], [5.618, 0.485, -3.258], [4.790, -0.685, -2.279], [4.787, -0.800, -4.145], [3.542, 0.994, -4.255], [3.161, 2.929, 4.182], [4.121, 2.990, 3.157], [2.155, 3.065, 3.786], [3.087, 1.942, 4.637], [3.415, 3.676, 4.934], [3.921, 3.743, 2.597], [-1.671, 4.390, 0.826], [-1.915, 3.528, -0.256], [-0.644, 4.242, 1.159], [-1.704, 5.441, 0.539], [-2.327, 4.196, 1.675], [-2.820, 3.636, -0.558], [4.500, 0.582, 0.710], [5.073, 0.619, 2.016], [4.852, -0.337, 0.242], [3.419, 0.583, 0.572], [4.891, 1.418, 0.130], [4.715, 1.369, 2.496], [-1.578, 3.054, 4.915], [-0.426, 2.769, 4.141], [-1.429, 3.959, 5.504], [-2.419, 3.243, 4.247], [-1.863, 2.281, 5.629], [0.046, 2.086, 4.624], [-4.151, 0.503, -3.184], [-2.720, 0.308, -3.337], [-4.413, 1.490, -2.802], [-4.655, 0.490, -4.151], [-4.631, -0.245, -2.554], [-2.356, 0.451, -2.460], [-0.689, 1.881, -5.599], [-1.095, 0.571, -5.434], [0.123, 2.080, -4.899], [-0.095, 2.120, -6.481], [-1.532, 2.559, -5.461], [-1.686, 0.589, -4.678], [1.721, -3.352, 3.432], [1.264, -4.694, 3.662], [1.864, -5.545, 2.705], [1.264, -6.986, 2.753], [1.658, -7.774, 3.941], [3.005, -8.309, 3.813], [3.210, -9.452, 4.849], [2.993, -8.982, 6.246], [3.655, -9.825, 7.209], [2.793, -3.165, 3.496], [1.284, -2.647, 4.140], [1.342, -3.013, 2.468], [2.935, -5.686, 2.850], [1.643, -5.137, 1.719], [1.427, -7.428, 1.770], [0.197, -6.786, 2.848], [1.578, -7.194, 4.764], [3.726, -7.506, 3.970], [3.180, -8.656, 2.795], [4.245, -9.762, 4.703], [2.567, -10.300, 4.614], [3.472, -9.424, 8.206], [4.739, -9.864, 7.102], [3.187, -10.809, 7.217], [3.461, 3.423, -2.044], [3.289, 4.409, -1.006], [2.416, 3.976, 0.039], [2.330, 5.043, 1.139], [3.636, 5.424, 1.777], [3.455, 6.296, 2.881], [4.698, 6.923, 3.410], [5.359, 7.644, 2.386], [6.402, 8.472, 2.775], [3.817, 2.471, -1.649], [4.158, 3.783, -2.801], [2.582, 3.217, -2.654], [2.751, 3.033, 0.472], [1.410, 3.758, -0.320], [1.678, 4.732, 1.955], [1.927, 6.017, 0.861], [4.185, 5.977, 1.134], [3.108, 5.655, 3.691], [2.701, 7.068, 2.722], [5.414, 6.248, 3.878], [4.400, 7.548, 4.252], [7.122, 7.917, 3.377], [5.993, 9.304, 3.347], [6.926, 8.898, 1.919], [-2.584, -4.247, -6.556], [-2.166, -4.217, -5.201], [-2.161, -2.898, -4.657], [-1.336, -2.973, -3.335], [-1.874, -3.981, -2.468], [-1.024, -4.176, -1.318], [-1.570, -5.188, -0.336], [-1.813, -6.410, -1.004], [-2.216, -7.434, -0.115], [-2.679, -5.310, -6.776], [-1.796, -3.834, -7.187], [-3.561, -3.804, -6.751], [-3.178, -2.584, -4.423], [-1.668, -2.167, -5.298], [-1.351, -2.026, -2.796], [-0.282, -3.159, -3.542], [-1.914, -4.784, -3.080], [-1.006, -3.195, -0.843], [-0.012, -4.475, -1.591], [-2.457, -4.741, 0.113], [-0.810, -5.233, 0.444], [-1.538, -7.447, 0.739], [-2.029, -8.407, -0.569], [-3.278, -7.388, 0.124], [-7.044, 2.208, 1.385], [-6.994, 1.037, 0.380], [-8.283, 0.766, -0.364], [-9.341, 0.724, 0.546], [-10.551, 0.198, 0.051], [-5.785, 1.234, -0.426], [-6.072, 2.310, 1.868], [-7.761, 1.932, 2.158], [-7.383, 3.121, 0.896], [-6.856, 0.149, 0.996], [-8.144, -0.165, -0.914], [-8.430, 1.489, -1.166], [-11.265, 0.262, 0.872], [-10.436, -0.840, -0.259], [-10.977, 0.875, -0.690], [-4.982, 1.202, 0.186], [-5.640, 0.450, -1.047], [3.306, 7.019, -3.301], [2.024, 7.580, -3.925], [0.824, 6.787, -3.376], [1.018, 5.441, -3.719], [0.038, 4.614, -3.048], [1.923, 8.971, -3.624], [4.237, 7.575, -3.409], [3.427, 5.943, -3.431], [3.262, 7.058, -2.213], [2.116, 7.522, -5.010], [-0.016, 7.323, -3.818], [0.837, 6.928, -2.295], [-0.979, 4.882, -3.333], [-0.008, 4.772, -1.970], [0.190, 3.552, -3.241], [2.202, 9.172, -2.674], [2.667, 9.442, -4.117], [3.287, -1.252, -6.922], [1.836, -0.908, -6.838], [0.809, -1.592, -7.796], [1.358, -1.726, -9.164], [1.595, -0.524, -9.818], [1.397, -1.171, -5.444], [3.576, -2.287, -6.738], [3.794, -0.730, -6.110], [3.666, -1.027, -7.919], [1.769, 0.141, -7.128], [-0.146, -1.070, -7.745], [0.654, -2.633, -7.513], [2.564, -0.034, -9.731], [0.969, 0.308, -9.494], [1.467, -0.675, -10.890], [2.116, -0.828, -4.824], [0.589, -0.586, -5.290], [-1.960, -2.842, 2.779], [-2.668, -2.278, 4.021], [-1.827, -1.380, 4.898], [-2.529, -1.340, 6.155], [-1.763, -0.920, 7.304], [-3.866, -1.584, 3.409], [-1.050, -3.386, 3.032], [-1.664, -2.086, 2.051], [-2.564, -3.556, 2.219], [-3.013, -3.089, 4.663], [-1.710, -0.397, 4.443], [-0.818, -1.747, 5.084], [-1.261, 0.035, 7.147], [-1.078, -1.747, 7.488], [-2.439, -0.917, 8.159], [-4.503, -1.185, 4.084], [-4.396, -2.343, 3.006], [0.606, 0.387, -1.703], [-0.412, -0.024, -0.637], [0.124, 0.254, 0.791], [1.264, -0.531, 1.178], [1.788, -0.079, 2.491], [-1.592, 0.767, -0.875], [0.650, 1.474, -1.766], [0.274, 0.005, -2.668], [1.624, 0.038, -1.531], [-0.607, -1.094, -0.713], [-0.595, 0.081, 1.592], [0.343, 1.312, 0.936], [2.591, -0.647, 2.960], [1.062, 0.027, 3.296], [2.074, 0.969, 2.391], [-1.484, 1.753, -0.689], [-2.259, 0.421, -0.200]], "mulliken_spin": [0.000, 0.000, 0.000, 0.000, 0.000, 0.000, 0.000, 0.000, 0.000, 0.000, 0.000, 0.000, 0.000, -0.001, 0.000, 0.000, 0.000, 0.000, 0.000, 0.000, 0.000, 0.000, 0.000, 0.000, 0.000, 0.000, 0.000, 0.000, 0.000, 0.000, 0.000, 0.000, 0.000, 0.000, 0.000, 0.000, 0.000, 0.000, 0.000, 0.000, 0.000, 0.000, 0.000, 0.000, 0.000, 0.000, 0.000, 0.000, 0.000, 0.000, 0.000, 0.000, 0.000, 0.000, 0.000, 0.000, 0.000, 0.000, 0.000, 0.000, 0.000, 0.000, 0.000, 0.000, 0.000, 0.000, 0.008, 0.010, 0.123, 0.018, 0.736, 0.009, 0.036, 0.007, 0.000, 0.000, -0.002, -0.001, -0.005, -0.006, 0.001, 0.022, -0.016, 0.060, 0.000, 0.000, -0.002, 0.000, 0.000, -0.001, 0.000, 0.000, 0.000, 0.000, 0.000, 0.000, 0.000, 0.000, 0.000, 0.000, 0.000, 0.000, 0.000, 0.000, 0.000, 0.000, 0.000, 0.000, 0.000, 0.000, 0.000, 0.000, 0.000, 0.000, 0.000, 0.000, 0.000, 0.000, 0.000, 0.000, -0.001, 0.000, 0.000, 0.000, 0.000, 0.000, 0.000, 0.000, 0.000, 0.000, 0.000, 0.000, 0.000, 0.000, 0.000, 0.000, 0.000, 0.000, 0.000, 0.000, 0.000, 0.000, 0.000, 0.000, 0.000, 0.000, 0.000, 0.000, 0.000, 0.000, 0.000, 0.000, 0.000, 0.000, 0.000, 0.000, 0.000, 0.000, 0.000, 0.000, 0.000, 0.000, 0.000, 0.000, 0.000, 0.000, 0.000, 0.000, 0.000, 0.000, 0.000, 0.000, 0.000, 0.000, 0.000, 0.000, 0.000, 0.000, 0.000, 0.000, 0.000, 0.000, 0.000, 0.000, 0.000, 0.000, 0.000, 0.000, 0.000, -0.001, 0.000, 0.000, 0.000, 0.000, 0.000, 0.002, 0.000, 0.000, 0.000, 0.000, 0.000, 0.000, 0.000, 0.000, 0.000, 0.000, 0.000, 0.000, -0.001, 0.000, 0.000, 0.000, 0.000, 0.000, 0.000, 0.000, 0.000, 0.000, 0.000, 0.000, 0.000, 0.000, 0.000]}